# 1
{
  "formula": "C16H17N",
  "method": "the ωB97M-V functional and the def2-TZVPD basis",
  "symbols": ["C", "C", "C", "C", "C", "C", "C", "H", "H", "H", "H", "H", "H", "H", "H", "C", "C", "C", "C", "C", "C", "C", "C", "C", "N", "H", "H", "H", "H", "H", "H", "H", "H", "H"],
  "positions_angstrom": [[0.836, -1.409, -3.182], [-0.373, 1.601, -1.193], [-0.340, 0.437, -1.932], [0.820, 2.260, -0.883], [0.841, -0.085, -2.471], [1.977, 1.772, -1.478], [2.039, 0.584, -2.189], [-1.338, 1.934, -0.838], [-1.229, -0.111, -2.217], [0.799, 3.127, -0.241], [2.871, 2.216, -1.124], [0.431, -1.294, -4.188], [0.210, -2.132, -2.649], [3.009, 0.186, -2.459], [1.801, -1.914, -3.205], [0.378, 1.683, 2.983], [-0.338, -1.307, 0.991], [-0.760, -0.179, 1.716], [0.399, 0.345, 2.345], [1.381, -0.660, 2.198], [-1.114, -1.939, 0.067], [-2.353, -1.367, -0.233], [-2.836, -0.295, 0.552], [-2.080, 0.304, 1.523], [0.976, -1.662, 1.398], [-0.767, -2.818, -0.458], [-3.087, -1.712, -0.947], [1.619, -1.954, 0.669], [-3.879, -0.046, 0.452], [2.424, -0.582, 2.468], [-2.391, 1.118, 2.166], [-0.598, 1.917, 3.388], [0.710, 2.330, 2.179], [1.127, 1.848, 3.760]],
  "atomic_forces_ev_per_a": [[-0.292, -0.326, 0.189], [-0.003, -0.062, 0.285], [0.329, -0.285, -1.183], [-0.841, -0.577, -0.971], [0.851, -0.118, 0.778], [0.013, -0.142, 1.497], [-0.838, 0.110, -0.045], [0.020, 0.236, 0.145], [-0.299, 0.244, 0.243], [0.223, 0.157, -0.100], [1.007, 0.508, -0.227], [0.146, -0.188, -0.064], [-0.307, 0.180, -0.112], [-0.083, -0.022, -0.281], [0.196, 0.447, -0.289], [1.320, -0.488, 0.259], [-0.367, -0.708, 0.255], [0.624, 0.140, -0.827], [-2.003, -0.559, 0.989], [1.227, 0.596, -0.524], [-0.074, -0.370, -0.799], [-0.629, 0.749, 1.347], [-0.370, -0.385, 0.087], [0.984, 0.090, 0.432], [-0.364, 1.156, -0.482], [0.046, -0.034, -0.041], [0.503, -0.561, -0.263], [0.116, -0.621, 0.377], [-0.058, 0.368, -0.231], [-0.017, -0.086, 0.210], [-0.448, -0.027, -0.267], [-0.124, 0.235, -0.252], [-0.426, 0.697, -0.197], [-0.060, -0.355, 0.061]],
  "charge": 1,
  "spin_multiplicity": 2,
  "max_force_ev_per_a": 2.303,
  "s_squared": 0.78,
  "total_energy_ev": -18350.1922,
  "e_above_lowest_kj_mol": 57.0
}

---

# 2
{
  "formula": "C18H52O8",
  "method": "the ωB97M-V functional and the def2-TZVPD basis",
  "symbols": ["C", "C", "O", "C", "C", "H", "H", "H", "H", "H", "H", "H", "H", "H", "H", "C", "C", "O", "H", "H", "H", "H", "H", "H", "C", "C", "O", "H", "H", "H", "H", "H", "H", "C", "C", "O", "H", "H", "H", "H", "H", "H", "C", "C", "O", "H", "H", "H", "H", "H", "H", "C", "C", "O", "H", "H", "H", "H", "H", "H", "C", "C", "O", "H", "H", "H", "H", "H", "H", "C", "C", "O", "H", "H", "H", "H", "H", "H"],
  "positions_angstrom": [[2.554, 5.977, 2.349], [1.890, 6.278, 1.029], [1.469, 5.011, 0.459], [1.084, 5.140, -0.928], [0.225, 3.944, -1.305], [3.340, 5.222, 2.379], [2.986, 6.885, 2.768], [1.771, 5.557, 2.980], [1.109, 7.011, 1.231], [2.669, 6.874, 0.553], [0.534, 6.046, -1.183], [2.003, 5.132, -1.514], [-0.781, 3.979, -0.888], [0.688, 3.108, -0.781], [0.136, 3.898, -2.391], [-1.146, 2.987, 3.984], [-0.179, 3.079, 2.803], [1.173, 3.247, 3.237], [-1.089, 3.910, 4.560], [-0.894, 2.140, 4.621], [-2.172, 2.880, 3.630], [-0.381, 3.867, 2.077], [-0.034, 2.178, 2.208], [1.700, 3.588, 2.510], [1.088, -0.745, 0.431], [-0.097, -0.719, -0.507], [0.419, -1.409, -1.580], [1.942, -0.181, 0.057], [1.541, -1.687, 0.742], [0.945, -0.211, 1.371], [-0.340, 0.299, -0.813], [-0.868, -1.386, -0.120], [0.347, -2.342, -1.369], [-3.543, -0.016, 2.676], [-2.389, -0.907, 3.036], [-2.048, -0.613, 4.352], [-3.423, 1.058, 2.816], [-4.483, -0.169, 3.207], [-3.800, -0.140, 1.624], [-1.513, -0.784, 2.399], [-2.646, -1.964, 3.102], [-2.780, -0.879, 4.913], [5.246, -1.067, -1.891], [3.955, -1.883, -1.786], [3.049, -1.496, -2.827], [4.988, -0.114, -1.430], [5.492, -0.843, -2.929], [6.061, -1.570, -1.371], [3.420, -1.768, -0.844], [4.193, -2.946, -1.825], [2.194, -1.466, -2.391], [1.300, -5.327, 1.136], [-0.019, -5.402, 1.946], [0.363, -5.824, 3.259], [1.899, -6.209, 1.363], [1.726, -4.342, 1.325], [1.223, -5.322, 0.048], [-0.542, -6.317, 1.666], [-0.711, -4.560, 1.944], [1.037, -5.231, 3.598], [-3.381, 0.449, -2.927], [-4.100, 1.606, -3.613], [-4.651, 1.195, -4.840], [-4.038, -0.377, -2.654], [-2.893, 0.824, -2.027], [-2.590, -0.021, -3.512], [-3.442, 2.445, -3.838], [-4.829, 2.061, -2.942], [-5.096, 0.370, -4.636], [-0.975, -5.368, -3.741], [-1.059, -4.147, -2.807], [0.064, -4.045, -1.979], [0.066, -5.488, -4.043], [-1.578, -5.215, -4.635], [-1.233, -6.290, -3.220], [-2.064, -4.099, -2.387], [-0.886, -3.206, -3.329], [0.800, -4.146, -2.587]],
  "atomic_forces_ev_per_a": [[-0.749, -0.468, 0.984], [1.200, -0.659, 0.722], [-0.130, 2.306, -0.425], [-0.130, -0.639, 0.092], [0.191, 0.346, 0.820], [0.130, 0.017, -0.712], [-0.236, 0.053, 0.182], [0.178, 0.341, 0.586], [-0.705, -0.406, -0.297], [-0.058, -0.504, -1.555], [0.095, 0.416, 0.539], [0.099, 0.063, -0.161], [-0.072, 0.381, 0.008], [0.080, -0.532, -0.780], [0.205, -0.546, 0.094], [0.587, 0.143, -0.634], [1.035, -0.505, -0.688], [0.347, 0.550, 1.304], [0.047, 0.011, 0.083], [-0.055, 0.023, -0.039], [0.045, -0.096, -0.039], [-0.560, 0.251, 0.204], [-1.358, -0.486, -0.050], [-0.176, -0.082, -0.229], [0.838, 1.820, 2.083], [1.658, -0.975, 1.388], [0.354, -0.442, -3.009], [-0.075, 0.077, -0.726], [-0.691, -0.536, -0.415], [-0.524, 0.030, 0.402], [-0.531, -0.200, 0.253], [-0.875, 0.998, 0.368], [-0.120, -0.590, -0.358], [-1.031, 0.340, -1.488], [-0.854, -0.141, 0.596], [1.398, 0.633, 1.808], [0.885, -0.046, 0.017], [0.089, -0.748, 0.343], [-0.099, -0.013, -0.230], [-0.086, 0.142, 0.055], [-0.294, -0.198, -1.128], [-0.006, 0.025, 0.016], [-1.117, 0.255, 0.449], [-0.024, -0.174, -0.615], [0.763, -0.371, 0.315], [0.561, 0.203, 0.106], [0.047, -0.362, -0.010], [0.081, 0.218, -0.028], [0.398, 0.300, 0.297], [-0.035, -0.304, -0.392], [-0.771, 0.287, -0.137], [-1.106, 0.792, -0.568], [1.063, -2.169, -0.199], [-0.189, 0.508, 0.741], [0.231, 0.415, 0.436], [0.755, -0.255, 0.442], [-0.676, -0.071, -0.096], [-0.486, 0.368, -0.676], [0.362, 0.221, -0.134], [0.033, 0.186, 0.062], [0.416, 0.343, 0.200], [0.748, -0.071, 0.259], [-0.486, 0.002, -0.259], [-0.326, 0.168, 0.169], [-0.090, -0.109, 0.281], [0.011, 0.318, -0.386], [0.380, -0.215, -0.094], [-0.458, -0.267, 0.119], [-0.184, -0.173, -0.286], [0.369, 0.507, 0.506], [-0.168, 0.641, -2.401], [0.496, -1.257, 2.228], [0.084, 0.005, -0.298], [-0.121, -0.147, 0.078], [-0.265, 0.028, -0.045], [0.538, 0.023, 1.013], [-1.243, -0.033, -1.139], [0.358, 0.038, 0.075]],
  "charge": -1,
  "spin_multiplicity": 2,
  "max_force_ev_per_a": 3.062,
  "s_squared": 0.75,
  "total_energy_ev": -35883.9815,
  "e_above_lowest_kj_mol": 144.8
}

---

# 3
{
  "formula": "C3H10NO2",
  "method": "the ωB97M-V functional and the def2-TZVPD basis",
  "symbols": ["C", "N", "C", "C", "O", "H", "H", "H", "H", "H", "H", "H", "H", "H", "H", "O"],
  "positions_angstrom": [[-0.430, -0.139, 1.774], [-0.012, 0.402, 0.448], [-0.528, -0.231, -0.766], [0.357, -1.630, -1.048], [1.271, -1.737, -0.017], [-1.531, -0.265, 1.707], [-0.308, 0.644, 2.550], [0.089, -1.044, 2.070], [1.018, -0.023, 0.278], [-0.647, 0.347, -1.701], [-1.528, -0.574, -0.543], [0.881, -1.489, -2.035], [-0.428, -2.387, -1.043], [1.255, 2.346, -0.780], [-0.037, 2.752, -0.102], [0.578, 3.027, -0.792]],
  "atomic_forces_ev_per_a": [[-1.027, 1.121, -1.164], [2.832, 0.144, -0.835], [-0.509, -2.038, 0.410], [0.910, 2.197, 1.498], [-0.373, -0.258, -1.110], [0.422, -0.425, 0.204], [0.250, -0.267, -0.345], [-0.030, -0.280, -0.177], [-1.803, 0.568, 1.268], [0.573, 0.576, 0.671], [-0.696, -0.185, 0.031], [-0.645, -0.443, 0.146], [0.055, -0.686, -0.489], [-0.206, -0.244, 0.167], [0.170, -0.586, -0.052], [0.077, 0.805, -0.222]],
  "charge": -1,
  "max_force_ev_per_a": 2.956,
  "total_energy_ev": -8857.0187,
  "e_above_lowest_kj_mol": 171.3
}